Version w
Molecular formula: C30H44N4P2RuSi
Method: DFT, ωB97M-V/def2-TZVPD

Summary:
spin multiplicity	5
charge	+2
Kohn-Sham gap (alpha / beta)	0.2257 / 0.1741	Eh
highest occupied orbital energy (alpha / beta)	-11.61 / -13.36	eV

Cartesian coordinates (Å):
Ru 0.93 1.08 -1.06
C 1.85 2.84 -1.00
C 0.46 2.97 -0.62
C -0.58 3.60 -1.53
C -0.56 2.92 -2.90
C -0.08 1.49 -2.77
C 1.22 0.96 -3.02
C 2.40 1.82 -3.29
C 2.44 3.06 -2.35
C -0.85 -1.73 -1.16
H 2.55 3.02 -0.19
H 0.25 3.13 0.44
H -0.47 4.69 -1.59
H -1.57 3.41 -1.07
H -1.60 2.87 -3.25
H -0.10 3.56 -3.67
H -0.90 0.80 -2.96
H 1.26 -0.08 -3.35
H 2.49 2.13 -4.34
H 3.29 1.20 -3.12
H 3.50 3.31 -2.22
H 1.99 3.91 -2.85
H -0.12 -0.94 -1.42
H -1.15 -2.32 -2.02
H -0.51 -2.39 -0.37
P -2.21 -0.78 -0.61
P 0.80 0.10 1.30
N -2.98 -0.44 -2.09
N -3.16 -1.82 0.26
N 2.65 0.91 1.33
N 0.82 -0.06 3.41
C -2.06 0.74 0.37
C -0.95 0.84 1.45
C -2.53 -0.75 -3.39
C -3.58 -0.55 -4.26
C -4.70 -0.09 -3.49
C -4.30 0.00 -2.17
C -3.87 -2.84 -0.39
C -5.03 -3.07 0.30
C -5.04 -2.18 1.44
C -3.88 -1.45 1.41
C 3.36 0.55 0.19
C 4.68 0.99 0.29
C 4.77 1.68 1.52
C 3.50 1.66 2.11
C 1.82 0.13 4.34
C 1.37 -0.21 5.63
C 0.03 -0.65 5.48
C -0.26 -0.56 4.12
H -3.03 0.94 0.89
H -1.90 1.53 -0.41
H -0.68 1.91 1.48
H -1.34 0.61 2.46
H -1.51 -1.04 -3.59
H -3.54 -0.69 -5.33
H -5.68 0.13 -3.85
H -4.79 0.33 -1.27
H -3.45 -3.29 -1.28
H -5.81 -3.76 0.03
H -5.81 -2.09 2.20
H -3.43 -0.73 2.07
H 2.87 0.07 -0.67
H 5.44 0.82 -0.46
H 5.65 2.14 1.94
H 3.18 2.10 3.05
H 2.81 0.49 4.08
H 1.96 -0.18 6.54
H -0.65 -1.01 6.25
H -1.20 -0.83 3.62
C 2.22 -2.77 -0.51
Si 1.71 -2.03 1.15
C 0.30 -3.02 1.88
C 3.30 -2.07 2.17
H 1.60 -3.66 -0.69
H 3.27 -3.11 -0.43
H 2.13 -2.09 -1.38
H 0.60 -4.06 1.72
H 0.18 -2.84 2.95
H -0.67 -2.87 1.41
H 3.54 -3.15 2.25
H 4.16 -1.57 1.67
H 3.20 -1.66 3.20



Version x
Molecular formula: C30H44N4P2RuSi
Method: DFT, ωB97M-V/def2-TZVPD

Summary:
spin multiplicity	5
charge	+2
Kohn-Sham gap (alpha / beta)	0.1828 / 0.1249	Eh
highest occupied orbital energy (alpha / beta)	-12.14 / -12.94	eV

Cartesian coordinates (Å):
Ru -0.31 1.13 -3.37
C -1.77 1.14 -5.60
C -1.09 -0.05 -5.77
C 0.19 -0.11 -6.56
C 1.09 1.05 -6.27
C 1.00 1.55 -4.82
C 0.19 2.71 -4.44
C -0.76 3.42 -5.37
C -1.50 2.47 -6.27
C 1.25 1.26 -1.37
H -2.86 0.97 -5.60
H -1.70 -0.97 -5.93
H 0.08 -0.20 -7.65
H 0.67 -1.07 -6.36
H 2.13 0.73 -6.43
H 0.87 1.89 -6.93
H 2.05 1.63 -4.49
H 0.75 3.44 -3.81
H -0.18 4.16 -5.96
H -1.44 4.00 -4.73
H -2.47 2.92 -6.46
H -1.02 2.45 -7.26
H 0.80 2.25 -1.73
H 2.30 1.54 -1.23
H 0.82 1.04 -0.37
P 1.47 -0.42 -2.43
P -1.85 -0.58 -2.66
N 3.14 0.00 -3.04
N 2.13 -1.67 -1.13
N -3.29 0.59 -3.38
N -3.01 -1.85 -1.81
C 0.75 -1.75 -3.58
C -0.80 -1.94 -3.54
C 3.53 1.35 -3.16
C 4.80 1.41 -3.72
C 5.30 0.07 -3.78
C 4.26 -0.78 -3.35
C 3.30 -1.33 -0.45
C 3.98 -2.48 -0.06
C 3.18 -3.60 -0.47
C 2.04 -3.08 -1.10
C -3.11 1.95 -3.27
C -4.33 2.60 -3.49
C -5.28 1.61 -3.79
C -4.62 0.37 -3.74
C -4.37 -1.92 -1.61
C -4.63 -3.07 -0.86
C -3.38 -3.71 -0.57
C -2.39 -2.90 -1.12
H 1.20 -2.74 -3.37
H 1.13 -1.52 -4.60
H -1.15 -2.03 -4.59
H -1.08 -2.89 -3.05
H 2.92 2.18 -2.87
H 5.28 2.35 -3.94
H 6.30 -0.20 -4.02
H 4.24 -1.85 -3.20
H 3.54 -0.29 -0.30
H 4.97 -2.50 0.37
H 3.44 -4.65 -0.37
H 1.18 -3.60 -1.53
H -2.12 2.42 -3.22
H -4.48 3.67 -3.45
H -6.38 1.77 -3.94
H -4.98 -0.64 -3.92
H -5.05 -1.18 -2.00
H -5.60 -3.44 -0.62
H -3.19 -4.65 -0.07
H -1.31 -2.96 -1.12
C -1.28 2.71 -0.11
Si -1.70 0.93 -0.79
C -1.07 -0.30 0.52
C -3.56 1.14 -0.39
H -0.59 2.68 0.75
H -2.21 3.21 0.22
H -0.80 3.37 -0.84
H -1.14 0.18 1.52
H -1.66 -1.22 0.52
H -0.04 -0.61 0.37
H -3.61 1.54 0.64
H -4.02 1.89 -1.05
H -4.15 0.23 -0.45



Which of them is most stable? Easy: version w.



Version w
Molecular formula: C3H5PS
Method: DFT, ωB97M-V/def2-TZVPD

Summary:
SMILES string	C=PC(C)=S
Kohn-Sham gap (alpha / beta)	0.2565 / 0.2490	Eh
highest occupied orbital energy (alpha / beta)	-8.58 / -8.54	eV

Cartesian coordinates (Å):
C 2.16 -1.03 0.09
P 0.98 0.30 0.70
C -0.57 -0.11 0.03
C -1.48 1.03 0.03
S -0.95 -1.60 -0.63
H 3.26 -0.83 0.09
H 1.96 -1.80 -0.55
H -1.69 1.55 -0.89
H -2.46 0.71 0.31
H -1.20 1.78 0.81



Version x
Molecular formula: C3H5PS
Method: DFT, ωB97M-V/def2-TZVPD

Summary:
SMILES string	SC[C@@H]1C=P1
Kohn-Sham gap	0.3311	Eh
highest occupied orbital energy	-9.06	eV

Cartesian coordinates (Å):
S -1.74 1.31 0.38
C -1.07 -0.10 -0.54
C 0.60 -0.32 -0.35
C 1.77 -0.11 0.72
P 1.76 1.13 -0.41
H -1.25 0.79 1.43
H -1.66 -1.04 -0.40
H -1.24 -0.14 -1.57
H 0.95 -1.08 -1.06
H 1.88 -0.44 1.78



Which of them is most stable? Easy: version w.